1.
{
  "formula": "C26H22N5O2S2V",
  "method": "ωB97M-V/def2-TZVPD",
  "spin_multiplicity": 4,
  "total_charge": -1,
  "e_homo_ha": [-0.11429, -0.16920],
  "e_above_lowest_kcal_mol": 4.3,
  "symbols": ["V", "C", "S", "C", "S", "N", "N", "C", "C", "C", "C", "C", "C", "N", "H", "H", "H", "H", "H", "H", "H", "H", "O", "C", "O", "C", "C", "C", "C", "C", "N", "H", "H", "H", "H", "N", "C", "C", "C", "C", "C", "C", "C", "C", "C", "C", "C", "C", "H", "H", "H", "H", "H", "H", "H", "H", "H", "H"],
  "positions_angstrom": [[0.03179, 0.27723, 0.52213], [-1.69567, -3.15403, 4.98411], [-0.07779, -2.75219, 4.37079], [-0.19555, -1.05462, 3.80829], [-1.38080, -0.02299, 4.51235], [0.80174, -0.84327, 2.93519], [0.84650, 0.35163, 2.35610], [1.94990, 1.12404, 2.43876], [2.12529, 2.11165, 1.42735], [3.03881, 3.17645, 1.44567], [2.85143, 4.18540, 0.51754], [1.81388, 4.11941, -0.42831], [1.08012, 2.95368, -0.53260], [1.25193, 1.93936, 0.36386], [-1.49880, -4.02685, 5.65321], [-2.28992, -3.48856, 4.12964], [-2.09269, -2.29903, 5.54529], [2.56093, 1.00496, 3.34693], [3.82462, 3.29153, 2.20820], [3.51463, 5.06196, 0.56633], [1.59944, 4.97260, -1.09211], [0.40196, 2.74480, -1.33759], [-3.63842, 2.10024, -0.02891], [-2.66486, 1.45165, 0.36001], [-1.37799, 1.87192, 0.38145], [-2.82842, 0.08935, 0.87862], [-4.07887, -0.41863, 1.25055], [-4.12050, -1.78499, 1.45600], [-2.91745, -2.52485, 1.48552], [-1.74799, -1.91777, 1.22479], [-1.70371, -0.63481, 0.82805], [-4.97145, 0.22257, 1.29832], [-5.03853, -2.35574, 1.70008], [-2.96273, -3.62095, 1.64452], [-0.81432, -2.45697, 1.32110], [-1.44050, -0.39364, -2.61288], [-0.47558, 0.42672, -3.21780], [-0.90750, 1.35143, -4.20935], [0.04090, 2.07549, -4.89174], [1.40895, 1.94015, -4.60000], [1.82700, 1.05366, -3.59487], [0.91267, 0.26273, -2.90270], [1.34453, -0.84797, -1.99487], [1.95132, -1.90867, -2.64919], [2.46034, -3.01388, -1.96059], [2.32892, -3.04877, -0.57883], [1.54686, -2.08217, 0.07243], [1.01098, -0.93093, -0.61722], [-1.17156, -0.83280, -1.73076], [-2.34626, 0.03121, -2.51722], [-1.95410, 1.51401, -4.36117], [-0.30054, 2.75371, -5.68028], [2.16543, 2.54318, -5.12174], [2.88148, 1.03585, -3.32751], [2.10271, -1.75308, -3.72067], [2.97124, -3.80086, -2.50785], [2.77971, -3.86174, 0.04972], [1.26650, -2.20780, 1.13387]],
  "mulliken_charge": [-0.179, -0.691, -0.070, 0.168, -0.450, -0.764, 0.844, -0.564, 0.517, -1.159, 0.026, -1.139, 0.023, 0.417, 0.328, 0.071, 0.296, 0.341, 0.382, 0.350, 0.344, 0.485, -0.738, 0.301, -0.611, 0.311, -0.826, -0.364, -0.499, -0.269, 0.788, 0.461, 0.342, 0.492, 0.132, -0.455, 0.948, -0.929, -0.375, -0.819, -0.144, 0.433, 0.248, -0.614, -0.743, -0.838, -0.713, 0.773, 0.182, 0.341, 0.371, 0.347, 0.353, 0.411, 0.414, 0.365, 0.347, 0.005]
}

***

2.
{
  "formula": "C26H22NaO2",
  "method": "ωB97M-V/def2-TZVPD",
  "total_charge": -1,
  "e_homo_ha": -0.07420,
  "e_above_lowest_kcal_mol": 0.0,
  "symbols": ["C", "C", "C", "C", "O", "C", "C", "C", "C", "C", "C", "C", "C", "O", "C", "C", "C", "C", "C", "H", "H", "H", "H", "H", "H", "H", "H", "H", "H", "H", "H", "H", "H", "H", "C", "Na", "C", "C", "C", "C", "C", "C", "C", "C", "H", "H", "H", "H", "H", "H", "H"],
  "positions_angstrom": [[-6.87368, -0.27660, 1.65282], [-5.91275, -1.46880, 1.51676], [-4.56105, -0.81885, 1.41433], [-4.77268, 0.58098, 1.46015], [-6.07392, 0.95595, 1.58260], [-3.71469, 1.49422, 1.40639], [-2.43452, 1.02026, 1.30906], [-2.14177, -0.38221, 1.27476], [-0.84714, -0.94841, 1.16793], [0.43740, -0.34605, 1.28074], [1.59168, -1.20372, 1.17004], [2.86894, -0.72167, 1.40915], [3.03290, 0.67129, 1.61208], [4.33098, 1.07870, 1.69061], [5.17025, -0.12194, 1.60119], [4.24140, -1.32864, 1.39358], [1.95422, 1.57173, 1.58688], [0.68578, 1.05821, 1.44288], [-3.26562, -1.28140, 1.31630], [-7.60986, -0.23160, 0.83982], [-7.39408, -0.26994, 2.61992], [-5.98857, -2.12340, 2.39132], [-6.15782, -2.04923, 0.62064], [-3.96541, 2.55275, 1.44207], [-1.65676, 1.76542, 1.24657], [-0.83517, -2.02823, 1.02750], [1.47259, -2.26168, 0.92899], [5.87049, 0.02809, 0.76820], [5.72612, -0.18994, 2.54544], [4.35746, -2.05290, 2.20751], [4.45969, -1.83887, 0.44591], [2.16918, 2.63936, 1.69211], [-0.11447, 1.77913, 1.45213], [-3.10169, -2.35724, 1.27854], [0.96955, 2.27768, -2.63563], [2.27326, 0.45041, -0.92152], [-0.23078, 1.73477, -2.11028], [-0.23629, 0.32645, -2.37395], [0.98080, -0.02318, -3.04560], [1.74080, 1.20903, -3.20888], [3.10607, 1.14123, -3.49554], [3.69632, -0.11088, -3.66939], [2.96150, -1.30152, -3.53074], [1.60654, -1.27194, -3.20592], [1.31052, 3.31100, -2.60775], [-1.01233, 2.29499, -1.58440], [-0.98518, -0.41759, -2.09500], [3.66926, 2.07460, -3.52193], [4.74846, -0.16121, -3.93919], [3.45216, -2.25269, -3.73252], [1.00193, -2.17593, -3.11671]],
  "mulliken_charge": [-0.347, -0.609, 1.257, 0.035, -0.578, -1.486, -0.771, 1.350, -1.211, 2.027, -1.170, 1.154, -0.141, -0.588, -0.369, -0.667, -1.512, -0.171, -0.972, 0.252, 0.249, 0.217, 0.205, 0.354, 0.399, 0.087, 0.333, 0.277, 0.263, 0.292, 0.202, 0.361, 0.027, 0.334, -1.205, 0.775, -0.330, -0.915, 0.456, 0.607, -0.584, -0.566, -0.553, -0.469, 0.393, 0.410, 0.411, 0.387, 0.359, 0.359, 0.382]
}

***

3.
{
  "formula": "C26H23BaN8S3",
  "method": "ωB97M-V/def2-TZVPD",
  "total_charge": -1,
  "e_homo_ha": -0.15544,
  "symbols": ["Ba", "N", "C", "S", "N", "N", "C", "C", "C", "C", "C", "C", "N", "H", "H", "H", "H", "H", "H", "H", "C", "S", "C", "S", "N", "N", "C", "C", "C", "C", "C", "C", "N", "H", "H", "H", "H", "H", "H", "H", "H", "C", "C", "C", "C", "N", "C", "C", "C", "C", "C", "C", "C", "H", "H", "H", "H", "H", "H", "H", "H"],
  "positions_angstrom": [[-0.08443, -0.25231, 0.73612], [-3.88110, 1.52068, 3.40261], [-2.61399, 1.61441, 2.88294], [-1.30649, 0.99669, 3.79162], [-2.60964, 2.26914, 1.71169], [-1.45766, 2.11049, 1.01184], [-1.22776, 3.00602, 0.12615], [-0.03870, 2.95361, -0.75403], [0.23642, 4.03545, -1.58876], [1.36273, 4.00395, -2.39000], [2.19659, 2.89746, -2.34635], [1.85333, 1.86077, -1.49508], [0.77001, 1.88239, -0.71793], [-3.93694, 1.35756, 4.39171], [-4.56830, 2.12653, 2.98381], [-1.90446, 3.85422, 0.02537], [-0.43467, 4.88501, -1.59842], [1.58742, 4.83578, -3.04660], [3.08361, 2.82656, -2.96050], [2.46429, 0.96610, -1.43763], [0.12876, -6.00301, 0.07147], [1.34424, -5.47971, 1.29056], [0.80097, -3.80844, 1.67618], [-0.84487, -3.38024, 1.56668], [1.83622, -3.16505, 2.17072], [1.75378, -1.80532, 2.25874], [2.42843, -1.26044, 3.19649], [2.62657, 0.20416, 3.23972], [3.39834, 0.75423, 4.26014], [3.59310, 2.12262, 4.30147], [3.01224, 2.91500, 3.32512], [2.25850, 2.28677, 2.34562], [2.06999, 0.97125, 2.29145], [0.26192, -7.07816, -0.05574], [0.28685, -5.49538, -0.87837], [-0.87615, -5.79509, 0.43291], [2.89296, -1.86227, 3.97629], [3.83270, 0.10282, 5.00745], [4.18919, 2.56560, 5.09030], [3.12570, 3.99051, 3.32139], [1.77082, 2.86759, 1.56964], [-4.61968, -0.14902, -1.43598], [-4.46362, -0.78135, -2.66027], [-3.20800, -1.19943, -3.05331], [-2.09881, -0.94949, -2.23872], [-2.27252, -0.38692, -1.02582], [-3.49763, -0.01189, -0.63907], [-0.69862, -1.30041, -2.66752], [-0.46082, -1.57780, -4.01980], [0.80014, -1.96848, -4.44635], [1.82709, -2.07498, -3.51282], [1.57863, -1.74085, -2.18407], [0.32247, -1.33416, -1.69605], [-5.58203, 0.20185, -1.08895], [-5.31843, -0.95747, -3.30328], [-3.08178, -1.72683, -3.98692], [-3.57393, 0.43947, 0.34533], [-1.24480, -1.47427, -4.76294], [0.97856, -2.18520, -5.49328], [2.81376, -2.40284, -3.82762], [2.41949, -1.81785, -1.48936]],
  "mulliken_charge": [1.708, -0.422, 0.250, -0.450, -1.503, 1.245, -1.384, 1.218, -0.883, -0.350, -0.859, -0.599, 0.550, 0.207, 0.242, 0.189, 0.450, 0.395, 0.425, 0.422, -0.799, -0.109, 0.387, -0.416, -1.121, 0.755, -1.090, 0.858, -0.829, -0.270, -0.956, -0.248, 0.349, 0.321, 0.222, 0.278, 0.258, 0.368, 0.399, 0.406, 0.368, -0.921, -0.349, -0.910, -0.383, 0.486, -0.236, 1.436, -0.639, -0.639, -0.669, -1.004, 0.097, 0.409, 0.388, 0.342, 0.259, 0.227, 0.368, 0.386, 0.369]
}

***

4.
{
  "formula": "C26H23Br4Cl2FeN6O6",
  "method": "ωB97M-V/def2-TZVPD",
  "spin_multiplicity": 5,
  "total_charge": -1,
  "e_homo_ha": [-0.15554, -0.15684],
  "e_above_lowest_kcal_mol": 6.1,
  "symbols": ["Fe", "C", "C", "N", "C", "C", "C", "C", "C", "C", "C", "C", "C", "N", "C", "H", "H", "H", "H", "H", "H", "H", "H", "N", "C", "C", "C", "C", "N", "C", "N", "N", "C", "O", "O", "H", "H", "H", "H", "H", "H", "H", "H", "H", "H", "H", "H", "H", "H", "Br", "C", "C", "Br", "C", "Br", "C", "O", "C", "O", "C", "Br", "Cl", "C", "Cl", "C", "O", "O", "H"],
  "positions_angstrom": [[-0.30994, -0.23104, 0.20609], [-1.00903, -3.66046, 3.00678], [-0.88085, -2.40359, 2.40117], [-1.02474, -2.21262, 1.10571], [-1.31090, -3.27571, 0.32298], [-1.46884, -4.57035, 0.84130], [-1.30075, -4.74410, 2.22323], [-1.80130, -5.65853, -0.03664], [-1.96849, -5.45689, -1.35813], [-1.80269, -4.15028, -1.92971], [-1.95218, -3.89060, -3.30378], [-1.76913, -2.61633, -3.77025], [-1.41911, -1.60581, -2.85876], [-1.25968, -1.83090, -1.57691], [-1.46177, -3.06838, -1.10607], [-0.87612, -3.75530, 4.07578], [-0.67779, -1.51122, 2.97907], [-1.40491, -5.73432, 2.65237], [-1.91974, -6.64669, 0.39211], [-2.22837, -6.27921, -2.01461], [-2.21168, -4.70115, -3.97509], [-1.87586, -2.37705, -4.81937], [-1.25726, -0.58763, -3.19676], [2.02115, -0.59812, 1.72390], [1.88739, 0.83916, 1.93526], [3.15187, 1.54374, 2.42251], [3.01665, 3.04165, 2.71185], [2.48446, 3.88530, 1.55024], [1.10377, 3.59625, 1.17049], [0.06024, 3.77448, 1.96133], [-1.10408, 3.22712, 1.63159], [0.14612, 4.56581, 3.06210], [0.59050, 1.04519, 2.75120], [0.61634, 1.64443, 3.83820], [-0.45947, 0.60215, 2.18186], [2.34609, -1.07057, 2.55986], [2.63571, -0.81547, 0.94881], [1.65982, 1.23299, 0.94497], [3.89656, 1.40397, 1.63018], [3.54554, 1.05042, 3.31683], [4.00507, 3.43332, 2.97283], [2.37663, 3.16560, 3.58416], [3.08509, 3.72805, 0.65388], [2.56525, 4.95128, 1.78820], [0.92470, 2.97750, 0.36146], [-1.04450, 2.40091, 1.01649], [-1.83735, 3.21133, 2.31874], [1.08241, 4.75164, 3.37984], [-0.45388, 4.27244, 3.81732], [-0.91456, 4.78431, -4.64857], [-1.31998, 3.48879, -3.33000], [-2.57106, 2.90204, -3.27006], [-3.91404, 3.37183, -4.52034], [-2.84626, 1.94262, -2.28240], [-4.53311, 1.08681, -2.15102], [-1.89231, 1.55329, -1.33753], [-2.08873, 0.67770, -0.40813], [-0.58384, 2.15272, -1.42109], [0.27849, 1.77285, -0.50444], [-0.34033, 3.10472, -2.39403], [1.39926, 3.86592, -2.41050], [1.77555, -1.04803, -4.46810], [1.90456, -2.02279, -2.98461], [3.24027, -3.19541, -3.11810], [2.08949, -1.10061, -1.74613], [3.09688, -0.41795, -1.65715], [1.11994, -1.21560, -0.93952], [0.98887, -2.59565, -2.90288]],
  "mulliken_charge": [1.202, -1.116, -0.167, 0.187, 0.062, 1.183, -0.594, -0.914, -0.830, 1.154, -0.807, -0.982, -0.642, 0.532, -0.441, 0.430, 0.561, 0.393, 0.370, 0.390, 0.380, 0.428, 0.715, -0.213, 0.756, -1.537, -0.390, -1.218, 0.314, 0.280, -0.161, -0.506, 0.996, -0.792, -0.732, 0.280, 0.245, -0.356, 0.358, 0.294, 0.417, 0.281, 0.465, 0.404, -0.166, -0.171, 0.285, 0.277, 0.269, -0.220, 0.314, 0.313, -0.211, -0.159, -0.164, 0.667, -1.088, -0.431, 0.386, -0.353, -0.170, -0.201, 1.066, -0.233, -0.226, -0.684, -0.321, -0.460]
}

***

Number 1: energy -3168.68316 Eh, largest force on an atom 5.1 eV/Å. Number 2: energy -1316.74332 Eh, largest force on an atom 2.1 eV/Å. Number 3: energy -2662.78326 Eh, largest force on an atom 1.6 eV/Å. Number 4: energy -14264.99931 Eh, largest force on an atom 0.7 eV/Å.